[1]
The following is a quantum chemistry calculation of 3 unconnected molecules or ions with the total composition C9H24BF3N2O4S2, from the Open Molecules 2025 dataset.

The SMILES is O=S(=O)(BS)C(F)(F)F.COC[C@@H](C)N.COC[C@@H](C)N. The HOMO energy is -8.83 eV. Its LUMO energy is -2.75 eV. For the orbital gap, the calculation gives 6.08 eV. The total energy comes out at -51385.653 eV.

```
! RIJCOSX wB97M-V def2-TZVPD def2/J DEFGRID3
* xyz 0 1
O 1.22 3.86 1.47
S 2.55 4.70 1.50
O 2.42 5.80 2.62
B 3.95 3.56 2.04
S 3.68 1.67 2.20
C 2.79 5.52 -0.16
F 3.97 5.06 -0.93
F 3.03 6.99 0.12
F 1.51 5.43 -0.94
H 5.04 3.97 2.32
H 3.83 1.16 0.88
C -2.22 1.47 -2.56
O -1.65 2.40 -1.66
C -2.26 2.42 -0.36
C -1.73 1.34 0.61
C -2.29 -0.05 0.33
N -0.26 1.28 0.59
H -3.31 1.36 -2.42
H -1.73 0.50 -2.46
H -2.04 1.82 -3.58
H -2.02 3.40 0.06
H -3.36 2.38 -0.45
H -2.05 1.62 1.62
H -1.85 -0.51 -0.55
H -2.07 -0.72 1.18
H -3.37 -0.02 0.20
H 0.11 2.20 0.86
H 0.03 1.18 -0.39
C 0.70 -5.59 -1.31
O -0.39 -5.65 -0.40
C -0.21 -4.87 0.79
C -0.58 -3.38 0.63
C 0.47 -2.56 -0.11
N -1.88 -3.22 -0.06
H 1.66 -5.52 -0.80
H 0.56 -4.76 -2.00
H 0.69 -6.51 -1.91
H -0.88 -5.31 1.53
H 0.81 -4.99 1.18
H -0.68 -2.96 1.63
H 0.49 -2.76 -1.18
H 0.28 -1.49 0.01
H 1.47 -2.76 0.29
H -2.59 -3.70 0.48
H -1.83 -3.76 -0.93
*
```

[2]
The following is a quantum chemistry calculation of a molecular structure, C9H24BaO9, from the Open Molecules 2025 dataset.

The HOMO energy (alpha / beta) is -19.22 / -19.22 eV. Its LUMO energy (alpha / beta) is -8.85 / -16.01 eV. For the orbital gap (alpha / beta), the calculation gives 10.36 / 3.20 eV. Its expectation value of S² is 0.758. The total energy comes out at -28813.768 eV.

```
! RIJCOSX wB97M-V def2-TZVPD def2/J DEFGRID3
* xyz 3 2
Ba 1.05 0.81 0.94
C -1.73 3.21 0.51
O -0.81 2.91 1.56
H -2.73 3.08 0.95
H -1.43 4.20 0.18
H -1.59 2.53 -0.32
H -0.80 3.59 2.24
C 4.61 0.40 -0.53
O 3.48 -0.14 -0.05
H 4.53 1.48 -0.49
H 5.48 0.03 0.00
H 4.81 0.02 -1.53
H 3.54 -1.10 -0.10
C -0.06 0.44 4.66
O 0.45 1.30 3.67
H -1.08 0.25 4.34
H 0.50 -0.49 4.79
H -0.07 0.86 5.67
H 0.26 2.20 3.91
C -2.64 -1.15 -1.31
O -3.06 -1.62 -0.08
C -2.32 -1.41 1.07
O -1.24 -0.87 1.10
O -3.09 -1.77 2.03
C -2.85 -1.26 3.38
H -3.55 -1.11 -1.91
H -2.02 -1.90 -1.80
H -2.27 -0.13 -1.38
H -1.97 -1.68 3.87
H -3.71 -1.38 4.03
H -2.78 -0.18 3.29
C 2.98 -1.27 -3.14
O 1.61 -1.18 -3.44
C 0.68 -0.73 -2.64
O 0.85 -0.45 -1.47
O -0.51 -0.51 -3.23
C -0.61 -0.75 -4.63
H 3.37 -0.26 -3.00
H 3.55 -1.75 -3.94
H 3.08 -1.79 -2.19
H -0.06 0.04 -5.14
H -1.64 -0.72 -5.00
H -0.18 -1.72 -4.87
*
```

[3]
The following is a quantum chemistry calculation of 5 unconnected molecules or ions with the total composition C9H24Cl4O4S4, from the Open Molecules 2025 dataset.

The calculation puts the energy above the lowest of the compared OMol25 structures with the same formula, charge and spin at 192.3 kJ/mol. The HOMO energy is -9.10 eV. Its LUMO energy is 0.03 eV. For the orbital gap, the calculation gives 9.13 eV. The total energy comes out at -111337.086 eV.

```
! RIJCOSX wB97M-V def2-TZVPD def2/J DEFGRID3
* xyz 0 1
C -20.04 17.06 -13.10
S -19.86 17.10 -11.27
O -21.22 16.48 -10.81
C -20.34 18.84 -11.11
H -19.61 18.00 -13.46
H -21.12 17.04 -13.26
H -19.68 16.15 -13.59
H -20.01 19.15 -10.11
H -21.40 18.86 -11.34
H -19.94 19.56 -11.82
C -17.07 14.44 -6.85
S -16.34 12.78 -7.37
O -15.24 12.48 -6.39
C -17.78 11.72 -6.87
H -16.33 15.23 -6.72
H -17.61 14.33 -5.91
H -17.77 14.86 -7.58
H -18.04 11.94 -5.84
H -17.52 10.67 -7.05
H -18.67 11.98 -7.45
C -7.30 20.42 -2.97
S -8.19 19.11 -3.90
O -9.42 18.93 -2.96
C -8.63 20.24 -5.27
H -7.91 21.31 -2.86
H -6.39 20.62 -3.54
H -6.91 20.09 -2.00
H -9.23 21.11 -5.01
H -9.32 19.75 -5.96
H -7.83 20.49 -5.97
C -14.29 16.48 -10.79
S -12.44 16.73 -10.49
O -12.26 18.21 -10.09
C -12.48 15.96 -8.79
H -14.57 16.88 -11.77
H -14.93 17.14 -10.20
H -14.67 15.46 -10.67
H -11.49 15.96 -8.32
H -12.91 14.98 -8.99
H -13.11 16.56 -8.14
C -14.66 20.86 -6.51
Cl -15.45 22.19 -5.60
Cl -13.65 19.91 -5.39
Cl -15.84 19.81 -7.34
Cl -13.74 21.78 -7.74
*
```

[4]
The following is a quantum chemistry calculation of a molecular structure, C9H24F6N3O3P, from the Open Molecules 2025 dataset.

The HOMO energy is -9.30 eV. Its LUMO energy is -1.00 eV. For the orbital gap, the calculation gives 8.30 eV. The total energy comes out at -45921.428 eV.

```
! RIJCOSX wB97M-V def2-TZVPD def2/J DEFGRID3
* xyz 0 1
N -8.58 -0.90 -24.17
H -8.58 -1.86 -24.48
H -7.79 -0.91 -23.53
H -9.38 -0.74 -23.58
H -8.44 -0.26 -24.94
N -6.34 -1.05 -21.93
O -6.67 -1.49 -20.83
O -5.17 -0.65 -22.21
O -7.19 -0.96 -22.81
C -4.70 -6.91 -23.37
C -3.77 -6.27 -24.44
C -3.91 -4.75 -24.66
C -5.22 -4.16 -25.29
N -5.31 -2.59 -25.34
C -6.57 -2.12 -26.17
C -6.02 -1.31 -27.38
C -4.78 -0.65 -26.81
C -4.12 -1.88 -26.06
C -5.44 -2.03 -23.97
H -4.47 -7.96 -23.19
H -5.75 -6.72 -23.59
H -4.42 -6.51 -22.40
H -3.90 -6.74 -25.41
H -2.73 -6.48 -24.23
H -3.10 -4.34 -25.27
H -3.69 -4.27 -23.70
H -6.11 -4.46 -24.74
H -5.34 -4.46 -26.33
H -7.15 -1.35 -25.66
H -7.14 -3.01 -26.46
H -6.73 -0.54 -27.72
H -5.75 -1.89 -28.26
H -5.04 0.12 -26.08
H -4.11 -0.23 -27.56
H -3.45 -1.48 -25.30
H -3.56 -2.57 -26.70
H -6.43 -2.05 -23.52
H -5.23 -0.97 -24.03
H -4.75 -2.60 -23.34
P -7.61 -0.06 -17.95
F -6.11 0.10 -17.33
F -7.68 -1.61 -17.48
F -8.30 0.38 -16.52
F -9.08 -0.44 -18.50
F -7.65 1.39 -18.63
F -7.00 -0.57 -19.30
*
```